Below is a gas-phase ion, C8H14NO2 (charge +1) at a distorted geometry, with properties calculated with ωB97M-V with the def2-TZVPD basis set.

Last column: natural (NBO) charge in e.
Atoms and positions in Å:
O 1.15408 -2.41988 0.72325  -0.695
O -3.28417 -1.09626 0.11564  -0.387
N 0.71848 -0.05965 0.59259  -0.428
C -0.91037 1.68529 0.46901  -0.413
C -0.33901 0.02010 -1.59098  -0.435
C -2.49110 -0.29500 0.37217  0.613
C -2.11869 0.90183 1.10081  -0.587
C 2.17110 0.08629 0.56437  -0.465
C 0.39429 -1.31968 -1.36803  -0.514
C 0.34400 -1.45001 0.11075  0.412
C 0.07091 0.89832 -0.41146  -0.018
H -1.17974 2.38428 -0.26682  0.243
H 2.60376 0.30885 -0.48082  0.231
H 1.62873 -2.93363 0.00126  0.497
H 0.53341 0.20668 1.56179  0.439
H -1.95967 0.55658 2.26571  0.289
H 1.43417 -1.32920 -1.64051  0.215
H 2.53171 0.91386 1.03739  0.229
H -0.47480 2.20106 1.39524  0.237
H 0.91883 1.65163 -0.51245  0.244
H -0.12771 -2.05304 -1.98978  0.267
H -2.95400 1.51912 1.19197  0.270
H -0.07337 0.54431 -2.57844  0.252
H -1.31865 -0.24713 -1.76138  0.246
H 2.72782 -0.67470 1.09872  0.260

Forces on atoms 1 to 2 (eV/Å):
-0.493 0.427 -1.772
-0.779 0.414 0.119

Its orbital gap (alpha / beta) is 6.27 / 9.16 eV. Its charge is +1. As for the strongest force on any atom: 0.0790 Eh/bohr. Its energy above the lowest of the compared OMol25 structures with the same formula, charge and spin is 115.9 kcal per mole.

=====

Below is 2 unconnected molecules or ions with the total composition C5H11N2 at a distorted geometry, with properties calculated with ωB97M-V with the def2-TZVPD basis set.

Last column: natural (NBO) charge in e.
Atoms and positions in Å:
N -0.63914 -0.54756 -0.41431  -0.485
N 1.17456 1.18145 1.03716  -0.276
C 0.70077 -2.56068 -0.75651  -0.625
C -0.52603 0.70233 -0.28963  0.590
C -1.18319 1.83341 -0.88257  -0.758
C 0.90429 2.04835 1.86109  -0.108
C 0.17262 -1.55147 0.25436  -0.234
H -1.62002 2.46300 -0.10453  0.281
H -0.45076 -2.05654 1.00106  0.228
H 0.98968 -1.02682 0.75759  0.257
H 1.71402 2.32469 2.54080  0.245
H -0.02368 2.59246 2.03102  0.210
H -1.33774 -0.94491 -1.05427  0.426
H 1.34281 -3.27110 -0.24572  0.252
H -0.10649 -3.11640 -1.22813  0.219
H 1.29040 -2.06725 -1.52732  0.226
H -1.96403 1.54606 -1.59098  0.259
H -0.43806 2.45097 -1.38910  0.295

Forces on atoms 1 to 2 (eV/Å):
-0.588 0.213 -0.478
-1.852 -1.843 -2.939

Its orbital gap (alpha / beta) is 9.08 / 9.14 eV. Its charge is +1. As for the strongest force on any atom: 0.0794 Eh/bohr. Its energy above the lowest of the compared OMol25 structures with the same formula, charge and spin is 83.7 kcal per mole.

=====

Below is a molecular structure, C27H72FeLiO35P2S9 at a distorted geometry, with properties calculated with ωB97M-V with the def2-TZVPD basis set.

Last column: Löwdin spin population.
Atoms and positions in Å:
Fe 0.47816 1.09428 2.53277  4.179
S 2.02508 2.17688 -3.31432  0.000
S -1.37941 -2.88760 -4.20635  0.000
S 1.95459 6.10420 2.04552  0.000
S 4.08368 -4.94685 2.82412  0.000
S -1.16368 -5.88763 -0.30667  0.000
S -3.69458 0.61183 -2.46845  0.000
S 6.38384 0.62879 1.18853  0.000
S -3.78878 -2.84462 4.30189  0.000
S -3.39281 3.69088 0.72555  0.000
P 1.00542 1.98387 4.51632  0.009
P 0.03849 0.31614 0.47443  0.035
O -1.84452 -2.82387 -5.72669  0.000
O -4.94365 1.52507 -1.96666  0.000
O -0.36641 -4.73036 -1.12545  0.000
O -2.34868 -5.38584 0.35742  0.000
O 3.35684 -3.85066 3.83642  0.000
O 2.55356 5.73341 0.58878  0.000
O 1.87375 7.53275 2.06562  0.000
O 1.68833 2.38835 3.21165  0.688
O -3.12298 -3.73202 5.24149  0.000
O 1.19878 0.51552 4.21575  0.247
O -0.10117 1.81136 0.86223  0.120
O -0.32643 0.09613 -1.02679  0.020
O 1.45303 1.61288 -4.77658  0.000
O 6.01774 -0.05578 -0.28678  0.000
O -1.24920 -7.01818 -1.22833  0.000
O 7.34560 -0.21157 1.93396  0.000
O 2.60506 5.33753 3.11755  0.000
O -4.17796 -0.18717 -3.59664  0.000
O -4.82511 3.88823 0.29417  0.000
O -2.89913 5.20402 1.36752  0.000
O -5.05241 -3.33113 3.69480  0.000
O -2.32754 3.34673 -0.20743  0.001
O 6.75584 2.04735 0.83415  0.000
O -4.05808 -1.36336 5.02304  0.000
O 5.13694 -4.26102 2.12269  0.000
O 1.42231 0.34923 1.12604  0.145
O 2.99354 -5.57681 2.00841  0.000
O -0.65468 -0.13625 1.71314  0.116
O 0.84695 2.43674 -2.46874  0.000
O -2.44110 -3.25769 -3.34268  0.000
O 1.50357 2.69974 5.79065  0.014
O -2.47094 1.45943 -2.53630  0.000
O -0.33235 2.28661 3.78112  0.421
O -0.00758 -3.47390 -4.22112  0.000
O 2.97894 3.25791 -3.60689  0.000
C 4.80024 0.65818 2.06231  0.000
C -3.39228 7.58726 1.52198  0.000
C 5.82197 -1.50618 -0.47553  0.000
C 2.76697 4.34250 0.19566  0.000
C 0.22935 5.37390 1.92669  -0.001
C 4.22184 4.29036 -0.33440  0.000
C -3.22403 -2.78507 -6.01381  0.000
C -6.69424 1.53128 -3.58893  0.000
C 4.70336 -6.19657 4.05063  0.000
C -3.50495 -0.54631 -1.00439  0.000
C -0.19430 -3.43851 -0.50405  0.000
C 2.55106 1.49393 -5.77314  0.000
C -3.24891 2.62386 2.20174  0.000
C 1.31182 -3.11169 -0.73073  0.001
C 5.13899 -1.98064 -1.81945  0.000
C 2.32785 -2.48265 2.31115  0.000
C 2.13868 -3.39279 3.54297  0.000
C -3.92770 6.10764 1.72735  0.000
C 2.07977 1.01449 -7.18773  0.000
C -6.23016 1.09797 -2.16437  0.000
C -2.53972 -2.23298 2.99316  0.001
C -3.54135 -1.98798 -7.27548  0.000
C 2.89366 0.62117 -2.63486  0.000
C -3.32382 0.26478 6.88004  0.000
C -1.07097 -1.12593 -3.97311  0.000
C 0.13092 -6.34535 0.91490  0.000
C -2.91898 -0.66815 5.71624  0.000
Li -0.75830 2.00312 -1.06343  0.003
H -4.71174 6.16578 0.97236  0.000
H -3.58146 -0.11879 -0.00466  0.000
H 1.52229 -3.09050 -1.80001  0.000
H -0.24466 5.40828 2.90762  0.000
H 3.38914 0.76563 -1.67478  0.000
H 4.34665 4.75032 -1.31469  0.000
H -2.47164 3.00189 2.86585  0.000
H -4.57596 -1.69941 -7.46099  0.000
H 1.57388 0.07139 -6.98098  0.000
H -7.78051 1.44149 -3.59695  0.000
H -4.33218 -1.25418 -1.05632  0.000
H 4.49253 -7.23272 3.78597  0.000
H 4.23176 -6.03985 5.02075  0.000
H 4.06810 -1.84210 -1.96808  0.000
H -4.14706 8.35471 1.35044  0.000
H 5.51858 -1.99970 0.44777  0.000
H 1.06061 -6.07628 0.41352  0.000
H -3.67693 -2.15321 -5.24978  0.000
H -6.31210 0.02382 -1.99827  0.000
H 2.43366 -1.43365 2.58774  -0.001
H 4.08727 1.19148 1.43352  0.000
H -6.32016 0.81472 -4.32016  0.000
H 5.07314 1.14423 2.99900  0.000
H -2.13439 -1.40415 5.89182  0.000
H -3.00820 -1.46637 2.37596  0.000
H -4.19781 2.81323 2.70357  0.000
H -6.40433 2.57981 -3.65706  0.000
H -2.42078 -3.13279 2.38958  0.000
H 5.45236 -1.33983 -2.64362  0.000
H 3.20889 2.35899 -5.85698  0.000
H -1.37216 -0.75301 -2.99417  0.000
H 2.93873 0.81076 -7.82709  0.000
H -3.14506 -2.49964 -8.15255  0.000
H -2.63694 7.48778 0.74244  0.000
H 0.40266 4.31548 1.73226  -0.001
H 6.83916 -1.89558 -0.51773  0.000
H 1.72194 -2.14079 -0.45280  0.001
H 1.78198 -2.77413 4.36645  0.000
H -3.05317 -1.01341 -7.27878  0.000
H 4.58159 -0.39252 2.25286  0.000
H -2.66242 0.05836 4.94523  0.000
H -0.00047 -0.92360 -4.00771  0.000
H -2.59228 1.04817 7.07813  0.000
H 3.13687 -2.66199 1.60304  0.000
H -4.26200 0.80573 6.75637  0.000
H -0.19881 -5.74603 1.76354  0.000
H -2.63323 -1.19995 -1.03538  0.000
H -3.55062 -3.81936 -6.12187  0.000
H 2.53469 3.56288 0.92116  -0.001
H 2.04605 4.19216 -0.60794  0.000
H 2.16002 -0.17848 -2.53269  0.000
H 3.18003 0.70240 -5.36574  0.000
H 5.39646 -2.97503 -2.18416  0.000
H -0.86604 -2.70454 -0.94920  0.000
H -0.39751 -3.53917 0.56210  0.000
H 5.79017 -6.24959 4.11479  0.000
H 1.42763 1.70708 -7.71982  0.000
H -1.60228 -0.53898 -4.72232  0.000
H 2.09141 -3.77580 -0.35751  0.000
H -1.63856 -1.86345 3.48252  0.000
H 1.46036 -2.54475 1.65410  0.000
H -0.37437 5.84090 1.14852  0.000
H -3.37415 -0.21781 7.85609  0.000
H -4.37340 5.83524 2.68404  0.000
H -6.89422 1.67814 -1.52366  0.000
H 0.18077 -7.40957 1.14519  0.000
H 4.92898 4.84842 0.27929  0.000
H 4.52619 3.24498 -0.38575  0.000
H 3.58929 0.25839 -3.39155  0.000
H 1.33193 -4.09139 3.32116  0.000
H -2.83048 7.91437 2.39689  0.000
H -3.00589 1.61252 1.87582  0.000

Forces on atoms 1 to 2 (eV/Å):
-0.583 -1.315 -0.743
-0.061 -0.016 0.413

Its orbital gap (alpha / beta) is 8.40 / 6.47 eV. Its charge is -1. As for the strongest force on any atom: 0.1721 Eh/bohr. As for the multiplicity: 7. Its expectation value of S² is 12.01.

=====

Below is 2 unconnected molecules or ions with the total composition C6H10O at a distorted geometry, with properties calculated with ωB97M-V with the def2-TZVPD basis set.

Last column: natural (NBO) charge in e.
Atoms and positions in Å:
O 1.05561 -1.56463 1.67837  -0.529
C 1.99484 -1.08530 1.06842  0.402
C -1.56587 0.45844 -0.86450  -0.162
C -2.31264 0.45046 0.24667  -0.434
C 0.99442 1.11196 0.69670  -0.273
C 2.00790 0.28497 0.42968  -0.358
C -0.66107 -0.69619 -1.27034  -0.662
H 1.01197 2.14753 0.34812  0.202
H -3.16349 1.12844 0.30657  0.203
H 0.07965 0.75772 1.17675  0.228
H -0.67121 -1.47162 -0.48979  0.226
H 2.91278 0.60450 -0.09557  0.213
H -1.60299 1.32364 -1.54488  0.195
H 2.99028 -1.58673 1.01964  0.109
H -2.17524 -0.32563 1.01897  0.201
H -1.23512 -1.08591 -2.12465  0.222
H 0.34018 -0.45169 -1.60017  0.218

Forces on atoms 1 to 2 (eV/Å):
0.898 0.392 -0.794
-0.106 0.415 0.245

As for the SMILES: C=CC=O.C=CC. Its orbital gap is 9.58 eV. As for the strongest force on any atom: 0.0292 Eh/bohr. Its energy above the lowest of the compared OMol25 structures with the same formula, charge and spin is 43.7 kcal per mole.